A single C9H20OSi molecule at a distorted geometry, computed with ωB97M-V/def2-TZVPD.

SMILES string: CCCCCC(=O)[Si](C)(C)C
Total charge: 0

Positions of all 31 atoms, in Å:
Si (1.3970, 0.8453, -1.8404)
O (-0.8089, -0.5698, -1.4047)
C (-2.0440, -0.7863, 1.2925)
C (-0.2019, 0.3744, -0.9575)
C (-0.9270, 0.2360, 1.4846)
C (-0.6718, 1.1283, 0.2943)
C (1.8120, -0.5042, -3.0761)
C (1.1271, 2.5192, -2.6220)
C (-1.3142, -2.5217, 2.9936)
C (2.7527, 0.9227, -0.5415)
C (-2.4400, -1.6008, 2.5175)
H (0.9967, -0.5913, -3.7951)
H (-1.0636, -3.2822, 2.2529)
H (0.7124, 3.2284, -1.9114)
H (-1.7988, -1.4661, 0.4423)
H (2.7385, -0.2310, -3.5864)
H (0.4508, 2.3684, -3.4506)
H (0.0841, 1.8863, 0.5682)
H (2.5081, 1.7215, 0.1409)
H (-1.1786, 0.8280, 2.3686)
H (1.9519, -1.4647, -2.5690)
H (-0.4143, -1.9364, 3.2189)
H (2.0813, 2.8527, -3.0524)
H (-2.8045, -0.9363, 3.3186)
H (-1.5821, 1.6675, -0.0197)
H (-3.3133, -2.2173, 2.3266)
H (3.6748, 1.1412, -1.0763)
H (-1.6028, -3.1193, 3.8638)
H (0.0045, -0.2689, 1.8124)
H (2.7977, 0.0359, 0.0959)
H (-2.9239, -0.2591, 0.9116)

---

2 unconnected molecules or ions with the total composition C2H6ClNO2S at a distorted geometry, computed with ωB97M-V/def2-TZVPD.

Total charge: 0

Positions of all 13 atoms, in Å:
Cl (-2.5309, 0.7902, -1.0685)
S (2.2312, 0.0163, 0.3961)
O (1.2133, 0.7778, 1.0446)
O (3.3935, 1.0489, -0.0960)
N (1.4531, -0.2073, -1.1505)
C (-2.2148, 0.1301, 0.4923)
C (-2.6889, -1.0204, 0.8127)
H (-1.7620, 0.8853, 1.2338)
H (0.6824, 0.4692, -1.1925)
H (1.8380, -0.5634, -1.9977)
H (4.1876, 0.6471, -0.3648)
H (-3.2692, -1.5599, 0.0587)
H (-2.5332, -1.4140, 1.8318)

---

3 unconnected molecules or ions with the total composition C39H77FN2O7 at a distorted geometry, computed with ωB97M-V/def2-TZVPD.

SMILES string: CCCCCCCC[C@]1(CCC(N)=O)[N@@H+](OCCC)C[C@@H](F)O[C@@]1(CCCCCCOC(C)=O)C(=O)[O-].CCCCCC.CCCCCC
Total charge: 0

Positions of all 126 atoms, in Å:
F (1.7278, -6.2171, 4.7577)
O (-0.9174, -4.2530, 2.1019)
O (1.0075, -2.5735, 2.7968)
O (2.3874, -2.4096, -2.8073)
O (-3.8188, -6.7434, -4.8087)
O (1.9774, -6.3202, 2.4863)
O (-2.0370, -6.8606, -6.2045)
O (-0.5936, -6.2323, 3.1145)
N (2.0825, -3.4318, 2.5362)
N (0.5682, -1.3929, -1.8386)
C (-3.4238, -5.7183, -3.8828)
C (0.2618, 6.5406, -3.4412)
C (-4.9780, 8.6347, 3.2492)
C (1.1275, -3.6993, -1.1949)
C (1.4128, -1.3514, 3.4086)
C (4.1112, -3.6790, -0.0850)
C (2.3968, -5.7669, 3.6504)
C (-0.6021, -6.8712, 0.1322)
C (-3.1069, -6.2580, -2.4689)
C (4.4035, -2.2765, 0.4546)
C (3.3156, -4.6158, 0.8235)
C (1.8000, 2.1656, -1.5463)
C (-1.5169, -5.8122, -0.5212)
C (-2.4288, -8.7635, -4.7783)
C (-1.1196, 5.9571, -3.7338)
C (1.4582, -2.4764, -2.0254)
C (-2.6233, 8.4020, 2.2257)
C (-1.6443, -5.9661, -2.0482)
C (-5.6363, 9.2203, 2.0033)
C (-3.4887, 8.9568, 3.3577)
C (-0.4677, 9.1874, -1.9299)
C (5.0112, -1.3134, -0.5790)
C (-1.3604, 4.6098, -3.0602)
C (-2.2039, 6.1016, 3.2508)
C (3.1259, 2.0230, -0.7738)
C (-0.4533, 7.7956, -1.3052)
C (-2.6956, 6.8879, 2.0389)
C (-1.0777, -0.9499, 3.7788)
C (0.8527, -6.4823, 0.4308)
C (0.5373, 6.8404, -1.9673)
C (1.1123, -5.5403, 1.6227)
C (-2.7101, -7.3897, -5.3354)
C (2.4105, -4.2320, 3.7598)
C (-0.2531, -5.2971, 2.3588)
C (1.1326, -3.3172, 0.3023)
C (1.8849, -4.2411, 1.2524)
C (4.7591, 0.1279, -0.1415)
C (3.2839, 0.5575, -0.3397)
C (0.2345, -0.3994, 3.2193)
H (3.9433, -4.7699, 1.7047)
H (-1.1097, -2.0317, 3.8314)
H (5.0881, -4.1486, -0.2087)
H (2.7565, 0.3998, 0.5978)
H (3.7473, -3.5964, -1.1037)
H (1.5452, 7.2589, -1.8818)
H (-1.2536, -4.8122, -0.1986)
H (-3.1161, 8.5862, 4.3169)
H (-2.5792, -5.1761, -4.3068)
H (0.1599, -4.0251, -1.5614)
H (0.5546, 5.9037, -1.4014)
H (2.8963, -0.0621, -1.1465)
H (5.4397, 0.8290, -0.6173)
H (-2.3411, 4.2166, -3.3320)
H (-5.4819, 9.0357, 4.1325)
H (-1.1630, 9.8382, -1.3975)
H (-1.0561, -6.7968, -2.4383)
H (-1.1706, 6.3620, 3.4904)
H (-2.5048, -5.9944, -0.1098)
H (0.8037, -0.7307, -2.5728)
H (3.5552, -1.7650, 0.9173)
H (-1.9017, 6.6607, -3.4361)
H (-2.6108, -9.4807, -5.5703)
H (1.7183, -3.9491, 4.5427)
H (1.3518, -7.4212, 0.6559)
H (-0.1873, 7.8904, -0.2485)
H (-0.6084, 3.8813, -3.3715)
H (2.8918, -2.8317, 2.3517)
H (2.2870, -0.8916, 2.9403)
H (0.5472, 0.5382, 3.6749)
H (5.1584, -2.3771, 1.2401)
H (0.1084, -3.1514, 0.6108)
H (-0.7809, 9.1589, -2.9745)
H (-1.3291, 4.6914, -1.9722)
H (-5.1355, 7.5529, 3.2731)
H (3.4185, -6.1182, 3.8068)
H (-4.2306, -4.9986, -3.8071)
H (-3.7833, -5.7439, -1.7943)
H (-6.7040, 8.9968, 1.9939)
H (-3.0655, -8.9704, -3.9274)
H (-3.3623, 10.0436, 3.3885)
H (-2.8988, 8.8865, 1.2841)
H (0.5222, 9.6458, -1.8821)
H (1.0899, 1.4894, -1.0740)
H (1.9418, 1.8304, -2.5708)
H (-1.2179, 5.8318, -4.8151)
H (1.0252, 5.8425, -3.7998)
H (1.8575, -4.4438, -1.4863)
H (-2.0814, 6.6186, 1.1751)
H (-5.2078, 8.8087, 1.0882)
H (4.9497, 0.1735, 0.9333)
H (3.3850, -3.9213, 4.1196)
H (3.3058, -5.5940, 0.3563)
H (1.3133, -6.1476, -0.4962)
H (-3.7167, 6.5823, 1.7948)
H (-5.5215, 10.3058, 1.9764)
H (-1.0814, -7.3609, 0.9690)
H (1.5322, -1.5187, 4.4817)
H (-3.3216, -7.3199, -2.4415)
H (6.0915, -1.4547, -0.5419)
H (-1.3926, -8.7928, -4.4597)
H (4.6519, -1.5025, -1.5871)
H (0.3918, 7.4527, -4.0303)
H (-2.2407, 5.0294, 3.0515)
H (1.6089, -2.3384, 0.3562)
H (3.0183, 2.6415, 0.1156)
H (-2.8173, 6.2913, 4.1327)
H (-1.4621, 7.3731, -1.3290)
H (0.1865, -0.2065, 2.1485)
H (1.3887, 3.1682, -1.4903)
H (-1.3562, -5.0778, -2.6100)
H (-1.2814, -0.4810, 4.7369)
H (-1.8814, -0.6124, 3.1312)
H (-1.5829, 8.6867, 2.4140)
H (-0.5192, -7.6618, -0.6185)
H (-0.3749, -1.7140, -2.0437)
H (3.9742, 2.3310, -1.3759)

---

Ordered calculated total energy results: -719.6644, -1143.3513, -2268.1368; unit a.u..